[1]
Here is 11 unconnected molecules or ions with the total composition C45H67BN10O at a distorted geometry from the OMol25 dataset. Energies are from the ωB97M-V functional and the def2-TZVPD basis.

ΔE to the lowest compared entry with this formula, charge and spin	83.6	kJ/mol
E	-2401.54697	hartree
spin multiplicity	1
charge	0
frontier orbital gap	0.1622	hartree

Positions of all 124 atoms, in Å:
C (-1.350, -1.874, 3.017)
C (-1.494, -0.631, 2.115)
C (-0.142, 0.204, 2.332)
C (0.185, 1.206, 1.231)
C (0.174, 0.364, -0.156)
C (-1.205, -0.224, -0.465)
N (-1.677, -1.004, 0.738)
O (-2.609, -1.847, 0.395)
C (-0.943, -1.153, -1.606)
C (-2.329, 0.721, -1.000)
C (-2.628, 0.268, 2.514)
H (-0.600, -2.580, 2.611)
H (-2.389, -2.404, 2.846)
H (-1.226, -1.658, 4.018)
H (0.576, -0.566, 2.422)
H (-0.299, 0.854, 3.193)
H (1.086, 1.978, 1.466)
H (-0.637, 2.061, 0.997)
H (0.933, -0.332, -0.210)
H (0.608, 1.047, -1.078)
H (-0.497, -2.004, -1.241)
H (-0.163, -0.841, -2.387)
H (-1.718, -1.618, -2.165)
H (-1.958, 1.293, -1.733)
H (-2.585, 1.426, -0.275)
H (-3.227, 0.231, -1.193)
H (-2.567, 1.137, 2.099)
H (-2.601, 0.176, 3.665)
H (-3.596, -0.159, 2.435)
B (2.376, -3.105, 1.447)
H (1.384, -2.720, 0.680)
H (2.014, -3.967, 2.209)
H (3.003, -3.643, 0.524)
H (3.110, -2.179, 2.129)
N (2.687, -1.239, -3.554)
C (2.872, -1.446, -2.190)
C (3.580, -0.289, -1.698)
C (4.012, 0.540, -2.880)
C (3.396, -0.140, -4.054)
H (2.130, -1.820, -4.095)
H (2.457, -2.405, -1.792)
H (3.791, -0.038, -0.651)
H (4.643, 1.475, -2.653)
H (3.345, 0.186, -5.179)
N (-0.648, 0.765, 7.371)
C (-0.519, -0.652, 6.977)
C (-1.849, -1.012, 6.237)
C (-2.664, 0.277, 6.363)
C (-1.868, 1.360, 7.161)
H (0.110, 1.200, 7.866)
H (0.367, -1.341, 7.099)
H (-2.109, -2.003, 5.908)
H (-3.804, 0.324, 5.949)
H (-2.317, 2.188, 7.213)
N (0.587, -3.579, -4.187)
C (-0.205, -2.557, -4.663)
C (0.435, -2.067, -5.966)
C (1.652, -2.798, -6.230)
C (1.658, -3.908, -5.022)
H (0.405, -4.258, -3.424)
H (-1.089, -2.059, -4.230)
H (0.108, -1.249, -6.477)
H (2.239, -2.778, -7.074)
H (2.459, -4.659, -4.865)
N (-3.505, -3.708, -3.915)
C (-3.770, -3.823, -2.596)
C (-4.455, -2.580, -2.102)
C (-4.485, -1.607, -3.260)
C (-3.767, -2.452, -4.335)
H (-3.045, -4.369, -4.488)
H (-3.519, -4.771, -1.976)
H (-4.787, -2.441, -1.062)
H (-4.841, -0.665, -3.448)
H (-3.619, -2.346, -5.383)
N (-1.149, 4.513, 1.992)
C (-0.332, 3.984, 3.031)
C (-1.385, 3.553, 3.997)
C (-2.808, 3.718, 3.443)
C (-2.545, 4.523, 2.150)
H (-0.899, 4.795, 1.102)
H (0.750, 3.774, 2.918)
H (-1.088, 2.840, 4.858)
H (-3.598, 3.622, 3.878)
H (-3.210, 4.812, 1.458)
N (3.226, 0.365, 3.388)
C (2.427, 0.658, 4.522)
C (2.473, 2.149, 4.627)
C (3.328, 2.705, 3.476)
C (3.690, 1.473, 2.633)
H (3.089, -0.607, 3.089)
H (2.022, -0.115, 5.128)
H (1.959, 2.664, 5.498)
H (3.326, 3.896, 3.179)
H (4.393, 1.419, 1.835)
N (0.587, 5.598, -0.419)
C (0.233, 6.859, 0.240)
C (1.369, 7.037, 1.223)
C (2.353, 5.972, 1.054)
C (1.722, 5.014, 0.047)
H (-0.044, 5.314, -1.246)
H (-0.825, 7.255, 0.031)
H (1.344, 7.798, 2.088)
H (3.455, 5.725, 1.396)
H (2.133, 3.932, -0.160)
N (1.302, 1.894, -3.253)
C (0.186, 1.538, -4.167)
C (-0.436, 2.814, -4.624)
C (0.196, 3.899, -3.910)
C (1.286, 3.269, -3.092)
H (1.902, 1.167, -2.819)
H (0.085, 0.368, -4.288)
H (-1.265, 2.907, -5.014)
H (0.003, 5.000, -4.075)
H (2.057, 3.675, -2.366)
N (1.018, -5.121, -1.060)
C (1.798, -5.897, -1.960)
C (0.864, -6.547, -2.879)
C (-0.539, -6.127, -2.488)
C (-0.433, -5.224, -1.273)
H (1.456, -4.351, -0.435)
H (2.865, -5.983, -2.067)
H (1.355, -7.190, -3.606)
H (-1.565, -6.365, -2.733)
H (-1.228, -4.699, -0.594)

Atom charges from the Mulliken analysis, given in e for atoms 1 to 4: C -1.536; C 1.817; C -0.951; C 0.999

---

[2]
Here is 7 unconnected molecules or ions with the total composition C45H69F3N2O20 at a distorted geometry from the OMol25 dataset. Energies are from the ωB97M-V functional and the def2-TZVPD basis.

E	-3670.01647	hartree
SMILES	CCCCCCCCCCCCCCCCC1=C(C(F)(F)F)C(=O)C(NCC)=C(CNC)C1=O.O=C1OCCO1.O=C1OCCO1.O=C1OCCO1.O=C1OCCO1.O=C1OCCO1.O=C1OCCO1
spin multiplicity	1
charge	0
frontier orbital gap	0.2700	hartree

Positions of all 139 atoms, in Å:
C (-1.777, -4.154, -2.778)
C (-1.169, -3.945, -4.156)
C (0.301, -4.367, -4.317)
C (1.153, -4.299, -3.058)
C (1.510, -2.873, -2.622)
C (2.879, -2.773, -1.973)
C (3.344, -1.319, -1.809)
C (3.172, -0.820, -0.373)
C (4.392, -1.175, 0.466)
C (4.155, -1.165, 1.992)
C (4.730, 0.065, 2.662)
C (4.583, 0.072, 4.196)
C (3.477, 0.942, 4.817)
C (2.370, 0.138, 5.512)
C (0.943, 0.702, 5.373)
C (0.190, 0.058, 4.205)
C (-1.031, 0.848, 3.842)
C (-2.172, 0.956, 4.581)
C (-2.348, 0.242, 5.911)
F (-1.862, -1.032, 5.885)
F (-3.633, 0.164, 6.321)
F (-1.668, 0.908, 6.895)
C (-3.273, 1.835, 4.106)
O (-4.431, 1.755, 4.535)
C (-2.938, 2.861, 3.071)
N (-3.905, 3.883, 3.004)
C (-5.115, 3.554, 2.253)
C (-5.026, 3.836, 0.763)
C (-1.827, 2.743, 2.293)
C (-1.440, 3.701, 1.207)
N (-1.363, 3.082, -0.119)
C (-0.014, 2.948, -0.676)
C (-0.939, 1.589, 2.530)
O (-0.107, 1.215, 1.690)
H (-1.726, -5.185, -2.450)
H (-1.304, -3.508, -2.046)
H (-2.832, -3.883, -2.811)
H (-1.753, -4.530, -4.866)
H (-1.295, -2.909, -4.463)
H (0.755, -3.711, -5.055)
H (0.331, -5.385, -4.695)
H (0.713, -4.851, -2.234)
H (2.088, -4.809, -3.287)
H (1.487, -2.217, -3.489)
H (0.755, -2.540, -1.910)
H (3.593, -3.333, -2.572)
H (2.834, -3.235, -0.987)
H (2.723, -0.704, -2.459)
H (4.370, -1.185, -2.142)
H (2.278, -1.286, 0.033)
H (3.046, 0.258, -0.364)
H (4.719, -2.178, 0.205)
H (5.166, -0.444, 0.253)
H (3.077, -1.186, 2.163)
H (4.553, -2.069, 2.444)
H (5.796, 0.083, 2.444)
H (4.297, 0.974, 2.249)
H (5.541, 0.399, 4.591)
H (4.453, -0.957, 4.522)
H (3.048, 1.613, 4.076)
H (3.974, 1.535, 5.578)
H (2.563, 0.091, 6.579)
H (2.359, -0.883, 5.140)
H (0.977, 1.771, 5.178)
H (0.450, 0.481, 6.309)
H (0.859, 0.021, 3.353)
H (-0.062, -0.974, 4.423)
H (-3.484, 4.735, 2.668)
H (-5.301, 2.495, 2.388)
H (-5.978, 4.050, 2.685)
H (-4.483, 3.038, 0.259)
H (-4.527, 4.776, 0.546)
H (-6.023, 3.853, 0.335)
H (-2.162, 4.508, 1.156)
H (-0.498, 4.172, 1.497)
H (-1.852, 3.714, -0.733)
H (0.753, 3.157, 0.060)
H (0.129, 3.580, -1.545)
H (0.157, 1.923, -0.994)
O (-0.936, 5.885, -1.325)
C (-0.422, 6.434, -2.244)
O (0.802, 6.136, -2.723)
C (0.989, 6.832, -3.961)
C (0.016, 7.989, -3.821)
O (-0.982, 7.437, -2.953)
H (2.024, 7.141, -4.067)
H (0.727, 6.162, -4.781)
H (0.465, 8.855, -3.333)
H (-0.431, 8.298, -4.761)
O (3.286, 5.111, 3.095)
C (2.454, 5.313, 3.913)
O (1.164, 4.906, 3.822)
C (0.529, 5.126, 5.086)
C (1.385, 6.221, 5.691)
O (2.655, 5.981, 5.074)
H (-0.509, 5.414, 4.945)
H (0.569, 4.200, 5.663)
H (1.042, 7.219, 5.416)
H (1.472, 6.158, 6.772)
O (-1.909, -6.945, -1.068)
C (-3.083, -7.072, -0.932)
O (-3.709, -7.346, 0.232)
C (-5.121, -7.167, 0.032)
C (-5.267, -7.354, -1.468)
O (-3.972, -6.939, -1.933)
H (-5.681, -7.891, 0.617)
H (-5.389, -6.160, 0.354)
H (-5.426, -8.395, -1.749)
H (-6.043, -6.747, -1.908)
O (7.974, 0.498, -0.026)
C (8.544, 1.158, 0.774)
O (8.547, 0.922, 2.108)
C (9.514, 1.780, 2.721)
C (9.617, 2.912, 1.716)
O (9.285, 2.255, 0.489)
H (9.168, 2.099, 3.700)
H (10.451, 1.230, 2.831)
H (8.886, 3.701, 1.901)
H (10.609, 3.349, 1.653)
O (-7.214, -7.239, -3.857)
C (-6.443, -6.782, -4.641)
O (-5.185, -7.237, -4.791)
C (-4.606, -6.608, -5.938)
C (-5.434, -5.343, -6.058)
O (-6.686, -5.751, -5.472)
H (-3.548, -6.423, -5.773)
H (-4.726, -7.270, -6.797)
H (-5.029, -4.517, -5.475)
H (-5.578, -5.014, -7.083)
O (-4.566, -2.441, -7.889)
C (-4.074, -1.884, -6.964)
O (-4.503, -2.001, -5.687)
C (-3.536, -1.387, -4.821)
C (-2.850, -0.414, -5.762)
O (-3.009, -1.060, -7.033)
H (-4.032, -0.910, -3.980)
H (-2.859, -2.154, -4.451)
H (-3.347, 0.554, -5.801)
H (-1.796, -0.268, -5.540)

Atom charges from the Mulliken analysis, given in e for atoms 1 to 4: C -1.146; C 0.309; C -1.253; C -0.725

---

Q: charge of number 2 (C45H69F3N2O20)?
A: 0

---

Q: Which value of E does entry 2 give?
A: -3670.01647 hartree

---

Q: Number 2 is which compound?
A: C45H69F3N2O20